Formula: C26H24AsCl3GeIrN4OS3Se
Source: the Open Molecules 2025 dataset
Level of theory: ωB97M-V/def2-TZVPD

As for the total charge: +1. The calculation puts the LUMO energy (alpha / beta) at -2.96 / -5.77 eV. The calculation puts the energy above the lowest of the compared OMol25 structures with the same formula, charge and spin at 1.2319 eV. The multiplicity is 5. The value obtained for the orbital gap (alpha / beta) is 6.36 / 5.00 eV. The HOMO energy (alpha / beta) comes out at -9.32 / -10.76 eV.

XYZ file:
```
65
Properties=species:S:1:pos:R:3:forces:R:3:mulliken_charge:R:1
Ir -0.350 -0.288 1.383 -1.99 0.07 0.05 0.437
O -1.919 0.524 0.527 0.21 0.19 -0.42 0.311
N -3.189 0.249 0.794 -0.26 -0.35 0.20 0.289
C -4.113 0.995 0.142 -0.04 0.17 -0.13 -0.476
C -5.438 0.766 0.346 0.04 0.03 -0.02 -0.764
C -5.827 -0.232 1.253 0.10 -0.10 0.10 -0.247
C -4.873 -0.968 1.907 -0.27 0.11 -0.10 -0.847
C -3.510 -0.731 1.669 0.32 -0.03 0.09 0.621
S -2.260 -1.614 2.414 0.35 0.11 -0.09 -0.309
H -3.711 1.750 -0.518 0.08 -0.05 0.03 0.552
H -6.163 1.359 -0.192 0.01 0.01 0.04 0.441
H -6.876 -0.417 1.440 0.02 -0.01 -0.01 0.410
H -5.137 -1.739 2.615 0.02 0.01 0.00 0.454
S -1.560 -0.968 -2.427 -0.07 0.07 0.13 -0.182
C 0.002 -0.822 -3.095 -0.01 0.10 0.27 0.754
C 0.256 -1.373 -4.366 0.08 0.04 0.04 -0.553
C 1.501 -1.251 -4.947 0.06 -0.05 -0.12 -0.643
C 2.517 -0.592 -4.270 0.01 -0.03 -0.07 -0.771
C 2.292 -0.052 -3.006 -0.09 0.11 0.20 -0.305
C 1.048 -0.149 -2.404 -0.15 -0.21 -0.22 -0.623
As 0.739 0.713 -0.669 0.41 0.06 -0.03 0.836
C -0.048 2.412 -1.117 -0.05 -0.03 -0.03 0.371
C -0.476 3.230 -0.077 0.02 -0.01 0.00 0.114
C -1.009 4.479 -0.352 -0.02 0.01 -0.03 -0.762
C -1.116 4.909 -1.669 0.01 0.01 0.01 -0.605
C -0.689 4.092 -2.707 -0.03 0.03 -0.04 -0.698
C -0.157 2.840 -2.435 0.02 -0.09 0.05 -0.320
C 2.573 1.142 -0.222 0.04 -0.10 0.10 0.021
C 3.048 2.445 -0.151 -0.10 -0.03 -0.01 -0.245
C 4.388 2.672 0.138 0.02 0.02 0.02 -0.707
C 5.249 1.606 0.346 0.02 0.00 0.00 -0.573
C 4.775 0.301 0.279 -0.01 0.00 0.00 -0.796
C 3.435 0.068 0.007 -0.06 0.07 0.00 -0.269
H -0.546 -1.887 -4.878 -0.02 0.01 0.04 0.486
H 1.686 -1.668 -5.928 -0.01 0.01 0.03 0.393
H 3.493 -0.491 -4.726 0.00 0.00 0.03 0.440
H 3.098 0.454 -2.494 0.04 0.02 -0.08 0.434
H -0.382 2.901 0.949 -0.01 0.02 0.04 -0.307
H -1.341 5.111 0.462 0.02 0.00 -0.01 0.475
H -1.527 5.887 -1.885 0.00 -0.02 0.00 0.403
H -0.770 4.430 -3.732 0.00 -0.01 0.02 0.417
H 0.176 2.201 -3.244 -0.01 0.03 -0.04 0.423
H 2.378 3.277 -0.326 0.03 0.03 -0.01 0.479
H 4.759 3.688 0.192 -0.01 -0.02 0.01 0.440
H 6.294 1.789 0.562 -0.02 0.00 -0.01 0.413
H 5.446 -0.533 0.442 -0.01 0.01 0.00 0.482
H 3.053 -0.947 -0.042 0.06 -0.02 0.00 0.493
C -0.603 -6.357 1.904 0.02 0.05 0.05 -1.054
N -0.467 -5.237 0.988 0.01 -0.08 0.13 -0.118
C -0.020 -4.032 1.332 0.11 0.07 -0.02 0.383
N 0.278 -3.814 2.618 -0.16 -0.01 0.05 -0.140
S 0.201 -2.842 0.136 0.08 0.26 -0.08 -0.153
H -0.983 -7.214 1.357 0.00 0.00 -0.03 0.349
H -1.313 -6.128 2.701 -0.02 0.00 -0.03 0.321
H 0.359 -6.625 2.346 0.00 0.00 -0.02 0.358
H -0.633 -5.375 0.007 -0.06 0.00 -0.06 0.246
H 0.009 -4.459 3.342 0.04 -0.03 -0.01 0.201
H 0.547 -2.886 2.894 0.06 0.05 -0.01 0.052
Cl 0.573 3.027 3.668 -0.09 -0.16 -0.09 -0.332
Ge -0.820 1.374 3.386 0.23 -0.26 -0.37 0.810
Cl -2.784 2.330 3.163 0.22 -0.08 0.06 -0.339
Cl -0.873 0.410 5.331 0.03 0.02 -0.14 -0.355
Se 3.782 -0.502 3.693 0.28 0.01 0.18 0.093
C 2.280 -0.586 2.865 -0.51 -0.17 -0.10 0.414
N 1.249 -0.654 2.285 0.99 0.13 0.48 -0.122
```
Positions in Å, forces in eV/Å.

***

Formula: C21H42F13N5O17S4
Source: the Open Molecules 2025 dataset
Level of theory: ωB97M-V/def2-TZVPD

As for the total charge: -2. The calculation puts the LUMO energy at 2.49 eV. The calculation puts the energy above the lowest of the compared OMol25 structures with the same formula, charge and spin at 0.0000 eV. The multiplicity is 1. The value obtained for the orbital gap is 5.06 eV. The HOMO energy comes out at -2.57 eV.

XYZ file:
```
102
Properties=species:S:1:pos:R:3:forces:R:3:mulliken_charge:R:1
C -4.570 -3.206 2.168 1.09 0.93 -1.65 -0.939
C -4.687 -1.687 1.910 -0.35 -1.39 0.48 0.532
O -5.847 -1.330 1.770 0.63 1.59 -0.26 -0.651
N -3.545 -0.891 1.869 -1.65 -1.38 0.03 0.020
H -6.044 0.982 -3.354 0.47 -0.50 0.04 0.318
H -2.657 -1.379 1.803 -0.15 0.19 -0.08 0.180
C -3.693 0.435 1.309 1.52 -0.08 0.36 -0.845
H -5.456 -3.661 1.678 0.62 0.20 0.77 0.286
H -4.434 -3.406 3.211 -0.27 -0.26 0.59 0.257
H -3.664 -3.533 1.647 -0.06 -0.41 0.14 0.312
H -2.701 0.925 1.442 -0.72 -0.13 -0.58 0.179
H -4.392 0.980 1.903 -0.63 0.42 0.25 0.380
H -4.038 0.374 0.277 0.19 0.31 -0.08 0.277
C 2.993 2.341 0.548 -1.46 0.09 -0.11 -0.840
C 2.142 1.212 -0.063 1.74 0.48 -0.27 0.756
O 2.965 0.395 -0.750 -0.61 -0.74 -0.32 -0.518
N 0.899 1.060 0.043 -1.75 0.54 -0.28 0.714
H 0.232 -2.501 1.741 -0.08 0.40 0.31 0.276
H 0.063 2.711 0.885 0.17 -0.25 -0.51 0.024
C 0.232 -0.122 -0.523 -1.86 0.18 -0.15 -1.926
H 2.789 2.431 1.615 -0.13 0.10 -0.16 -0.098
H 2.806 3.332 0.070 0.07 -0.89 0.26 0.130
H 4.013 2.039 0.464 0.73 0.00 -0.21 0.480
H 0.491 -0.529 -1.521 0.45 0.51 0.43 0.518
H -0.934 -0.114 -0.557 1.91 0.92 0.11 0.149
H 0.385 -0.850 0.226 0.36 -1.40 0.48 0.635
C 1.258 -2.366 -4.181 1.37 0.90 1.05 -0.891
C 1.759 -2.897 -2.808 -0.39 -0.67 -1.43 0.761
O 2.534 -2.308 -2.070 -0.06 0.03 0.04 -0.761
N 1.214 -4.111 -2.596 0.81 -1.02 -0.12 -0.030
H 2.467 -0.373 -1.120 0.60 0.28 0.09 0.235
H 0.545 -4.396 -3.256 -0.72 0.20 -1.15 -0.029
C 1.644 -5.322 -1.893 -0.22 0.93 0.55 -0.864
H 2.126 -2.014 -4.733 0.43 -0.07 0.07 0.381
H 0.771 -1.437 -3.912 -0.88 0.01 -0.51 0.133
H 0.769 -3.076 -4.845 -0.51 0.25 0.48 0.369
H 0.894 -6.065 -2.205 0.41 0.05 0.61 0.286
H 1.565 -5.005 -0.864 0.10 -0.96 0.76 0.257
H 2.660 -5.713 -2.082 -0.38 0.55 -0.27 0.275
C -0.569 4.186 -0.146 -1.50 0.20 -1.48 0.287
O 0.483 4.058 -1.044 -0.53 -0.94 -1.10 -0.311
O -0.234 3.632 1.015 -0.21 0.00 2.17 -0.451
C -0.836 5.729 0.009 -2.06 -0.79 -1.06 0.595
F -1.593 6.146 1.011 -0.85 -0.75 1.31 -0.302
F 0.205 6.473 0.064 2.48 0.86 -0.35 -0.259
F -1.571 6.103 -1.102 0.49 -0.18 -0.09 -0.299
C 0.117 3.292 -2.247 1.01 1.98 1.13 -0.107
C -0.154 4.302 -3.287 -0.11 2.39 -0.93 -1.335
H -1.174 4.775 -3.190 1.11 -0.46 -0.04 0.186
H 0.628 5.143 -3.279 -1.11 -1.24 0.19 0.242
H -0.073 3.855 -4.255 -0.19 -0.32 -0.85 0.512
H -0.753 2.730 -2.048 -0.85 -1.03 0.33 0.323
H 0.937 2.661 -2.516 0.57 -0.43 0.13 0.370
H -1.563 3.739 -0.611 1.61 0.86 0.81 0.377
C -0.013 -1.495 3.445 2.98 -1.26 -1.19 -0.481
O 0.788 -0.338 3.257 -1.68 -0.34 0.65 -0.023
O -0.479 -2.070 2.246 -0.24 0.33 -0.13 -0.459
C 1.028 -2.527 4.016 1.15 1.40 1.16 0.728
F 0.678 -3.781 4.232 -1.12 -0.25 0.55 -0.292
F 2.018 -2.637 3.124 0.39 0.46 -0.06 -0.229
F 1.555 -2.014 5.215 -0.75 -0.86 -1.58 -0.279
C 0.418 0.824 4.095 -1.77 -2.47 -0.41 -0.496
C 0.987 1.978 3.473 0.60 1.72 -0.92 -0.209
H 0.771 1.833 2.414 0.17 0.64 0.09 -0.281
H 0.493 2.858 3.905 0.28 0.05 -0.46 0.311
H 2.061 2.047 3.626 0.09 0.04 -0.01 0.122
H 0.793 0.681 5.081 0.02 -0.42 0.98 0.337
H -0.702 0.911 4.064 0.78 -0.27 0.33 0.295
H -0.869 -1.417 4.052 -0.93 0.62 1.04 0.604
C 6.289 1.603 4.510 -2.56 2.20 0.44 0.606
O 6.675 1.160 3.165 0.73 -1.04 0.12 -0.301
O 6.948 1.306 5.559 0.34 -0.54 -0.62 -0.845
C 6.176 3.202 4.244 2.65 -1.07 2.58 0.665
F 5.772 3.880 5.404 0.17 -0.63 -1.15 -0.321
F 7.409 3.747 3.937 -0.66 -0.07 0.16 -0.323
F 5.370 3.535 3.301 -1.69 0.79 -1.70 -0.194
C 7.088 -0.189 3.216 -1.20 -1.45 0.30 -0.471
C 5.861 -1.207 3.277 -1.54 2.80 -1.64 -0.831
H 5.156 -0.936 4.094 0.66 -0.44 -0.25 0.229
H 5.291 -0.900 2.329 0.39 -0.53 1.14 0.068
H 5.978 -2.274 3.167 0.72 -0.26 0.36 0.428
H 7.685 -0.362 4.110 0.47 0.16 -0.19 0.330
H 7.574 -0.436 2.273 0.53 0.26 0.13 0.345
H 5.131 1.369 4.498 0.93 -0.13 0.34 -0.359
N -1.705 -5.082 -3.924 -0.71 1.32 0.47 -0.312
S -1.192 -6.109 -4.964 2.68 -1.22 -2.48 1.161
O -1.813 -6.194 -6.257 -0.44 0.12 1.18 -0.577
O -0.712 -7.306 -4.335 -1.13 0.34 0.44 -0.608
F 0.296 -5.501 -5.403 -0.86 0.34 0.44 -0.311
S -2.129 -3.601 -4.381 1.06 0.95 -4.47 1.044
O -1.652 -3.191 -5.722 -0.74 -1.18 2.59 -0.594
O -1.879 -2.646 -3.354 -0.95 -0.64 0.68 -0.440
F -3.721 -3.728 -4.690 1.00 -0.02 1.18 -0.269
N -6.854 1.548 -3.501 -3.68 0.96 1.04 -0.227
S -8.299 1.012 -2.650 0.45 -1.31 0.63 1.138
O -8.365 -0.405 -2.911 -0.16 2.25 0.12 -0.505
O -9.439 1.894 -2.635 2.21 -0.93 -0.79 -0.488
F -7.676 1.119 -1.196 -0.26 0.15 -0.92 -0.175
S -6.651 2.735 -4.610 -0.19 -1.58 -3.54 1.170
O -7.791 3.048 -5.464 1.93 -1.01 2.34 -0.524
O -5.383 2.313 -5.115 -0.60 0.62 -0.33 -0.558
F -6.368 3.994 -3.837 -0.14 1.32 1.42 -0.151
```
Positions in Å, forces in eV/Å.

***

Formula: C3H6OS
Source: the Open Molecules 2025 dataset
Level of theory: ωB97M-V/def2-TZVPD

The calculation puts the LUMO energy at 0.82 eV. The calculation puts the energy above the lowest of the compared OMol25 structures with the same formula, charge and spin at 2.0518 eV. The multiplicity is 1. The value obtained for the orbital gap is 9.85 eV. The HOMO energy comes out at -9.03 eV.

XYZ file:
```
11
Properties=species:S:1:pos:R:3:forces:R:3:mulliken_charge:R:1
O -1.808 -0.379 -1.041 2.61 -1.42 1.35 -0.459
C -1.206 -1.259 -0.424 -4.23 -1.98 0.75 0.141
C 0.138 -1.352 0.303 -1.39 6.16 -4.38 -0.564
C 0.881 -0.058 -0.337 2.63 -1.71 0.98 -0.597
S 0.896 1.406 0.703 -1.18 2.01 0.44 -0.258
H -1.879 -2.252 -0.209 1.35 1.62 -0.59 0.254
H 0.061 -1.181 1.317 -0.37 -0.08 2.20 0.350
H 0.653 -2.162 -0.004 1.44 -3.05 -0.64 0.326
H 0.653 0.188 -1.361 -0.55 -0.23 -0.20 0.386
H 2.024 -0.369 -0.380 -2.08 0.96 0.24 0.271
H -0.261 2.323 0.469 1.76 -2.28 -0.16 0.151
```
Positions in Å, forces in eV/Å.

***

| no. | molar mass (g mol⁻¹) |
| --- | --- |
| 1 | 1029.77 |
| 2 | 1011.83 |
| 3 | 90.15 |